Computed, not measured: 7 unconnected molecules or ions with the total composition CH15O7, with ωB97M-V/def2-TZVPD.

XYZ file:
```
23
Properties=species:S:1:pos:R:3:forces:R:3:lowdin_charge:R:1
C 1.587741 1.209079 0.043274 -1.3 -0.1 1.3 -0.147
O 1.078545 1.675932 1.334387 -0.6 0.0 -1.2 -0.175
H 2.050706 1.989320 -0.580223 -0.4 -0.2 0.3 0.087
H 2.246975 0.437340 0.303032 1.8 -0.8 0.1 0.036
H 0.830985 0.612837 -0.481181 0.1 0.9 0.0 0.023
H -0.756806 -0.661664 2.278582 -0.1 -1.3 -1.4 0.084
H -0.971204 -1.207634 0.893993 -2.0 0.9 -2.7 -0.115
O -0.716908 -1.495211 1.714883 0.9 -0.4 5.8 -0.086
H -2.445801 -0.825082 -0.800042 1.0 -0.2 0.1 0.091
H -1.514709 0.045687 0.173044 -0.2 -0.3 -0.3 0.032
O -1.499161 -0.802968 -0.537390 -1.2 1.5 -0.1 -0.170
H 0.357817 -1.767854 0.559338 3.1 -0.8 0.6 0.003
H 1.982793 -1.664137 0.905241 -1.6 -0.4 -0.6 0.039
O 1.295766 -2.125833 0.364637 0.1 0.4 -0.3 -0.136
H -0.939645 0.657030 -1.268305 -0.3 -0.2 -0.1 -0.052
H -1.259272 2.137432 -1.070663 -0.1 0.1 0.5 0.027
O -0.891914 1.517843 -1.694105 0.2 0.8 -1.2 -0.081
H 1.390176 0.039717 -2.334740 -0.2 -0.6 -0.3 0.017
H 0.336779 -0.920179 -1.766125 1.7 -0.3 -1.9 0.037
O 1.049847 -0.860654 -2.506787 -1.5 0.7 1.8 -0.115
H 0.120333 1.353036 1.376981 1.5 0.0 -0.2 0.011
H -1.243877 1.769596 1.592388 -0.2 2.2 0.3 -0.071
O -1.530136 0.934651 1.319255 -0.6 -1.9 -0.6 -0.336
```
Forces are in eV/Å.

The value obtained for the energy above the lowest of the compared OMol25 structures with the same formula, charge and spin is 289.7 kJ/mol. For the highest occupied orbital energy, the calculation gives -6.0548 eV. Its net charge is -1.